{"formula": "C3H5BrF2", "method": "the ωB97M-V functional and the def2-TZVPD basis", "species": ["C", "C", "C", "F", "F", "Br", "H", "H", "H", "H", "H"], "coordinates": [[-0.727, 0.333, 0.873], [1.221, -0.641, -1.142], [-0.505, -0.852, 0.038], [-0.245, -1.998, 0.719], [-1.453, -1.199, -0.817], [2.600, -0.185, 0.107], [-1.576, 0.997, 0.581], [-1.004, 0.071, 1.815], [0.084, 0.960, 1.007], [1.428, -1.629, -1.400], [0.867, 0.171, -1.911]], "e_homo_ha": -0.3402, "relative_energy_kcal_mol": 43.9, "total_energy_ev": -78667.4624}

{"formula": "C3H5BrI2N", "method": "the ωB97M-V functional and the def2-TZVPD basis", "species": ["C", "C", "C", "N", "Br", "I", "I", "H", "H", "H", "H", "H"], "coordinates": [[2.259, -0.459, 0.122], [3.449, 0.095, 0.141], [0.600, 0.476, 0.296], [-0.346, -0.503, -0.038], [5.097, -0.763, 0.145], [1.987, -2.632, -0.055], [3.646, 2.215, -0.096], [0.547, 0.990, 1.252], [0.832, 1.264, -0.365], [0.153, -1.469, 0.049], [-0.569, -0.526, -1.011], [-1.293, -0.355, 0.495]], "e_homo_ha": -0.4719, "relative_energy_kcal_mol": 25.7, "charge": 1, "total_energy_ev": -90916.2655}

{"formula": "C3H5BrN2O3", "method": "the ωB97M-V functional and the def2-TZVPD basis", "species": ["C", "C", "C", "N", "N", "O", "O", "O", "Br", "H", "H", "H", "H", "H"], "coordinates": [[-0.707, 1.334, 1.861], [1.139, 0.839, -1.063], [0.745, -0.563, -0.586], [-1.311, 0.411, 2.411], [-0.385, -0.981, -0.973], [-0.236, 2.278, 1.340], [-0.718, -2.234, -0.487], [-1.193, -0.365, -1.625], [1.737, -1.881, 0.367], [2.230, 0.907, -1.166], [0.648, 1.530, -0.321], [0.802, 1.135, -2.096], [-1.396, -2.672, -1.047], [-1.355, 0.263, 3.384]], "e_homo_ha": -0.3204, "relative_energy_kcal_mol": 21.6, "total_energy_ev": -82353.0642}

{"formula": "C3H5BrN4O2", "method": "the ωB97M-V functional and the def2-TZVPD basis", "species": ["C", "C", "C", "N", "N", "N", "N", "O", "O", "Br", "H", "H", "H", "H", "H"], "coordinates": [[-2.043, 0.136, 0.157], [-0.007, 0.509, 0.717], [0.993, -0.253, -1.491], [-1.313, 0.641, 1.093], [-1.330, -0.428, -0.840], [-0.007, -0.393, -0.398], [0.903, -0.114, 1.859], [0.577, 0.008, 3.002], [1.830, -0.662, 1.376], [0.997, 2.414, 0.645], [-3.090, -0.017, 0.255], [2.006, -0.277, -0.960], [0.926, -1.119, -2.255], [1.058, 0.874, -1.842], [-1.501, -1.320, -1.318]], "e_homo_ha": -0.3365, "relative_energy_kcal_mol": 2.7, "total_energy_ev": -83284.9940}

{"formula": "C3H5BrNO5PS", "method": "the ωB97M-V functional and the def2-TZVPD basis", "species": ["O", "C", "Br", "C", "N", "C", "O", "O", "P", "O", "O", "S", "H", "H", "H", "H", "H"], "coordinates": [[3.328, -1.293, 0.320], [2.352, -0.654, 0.488], [2.169, 0.391, 2.122], [1.201, -0.650, -0.499], [-0.076, -0.191, 0.065], [-1.152, -1.105, -0.236], [-1.491, -1.377, -1.348], [-1.679, -1.706, 0.866], [-0.472, 1.459, -0.184], [-1.057, 1.866, 1.237], [-1.803, 1.451, -1.061], [0.934, 2.569, -0.855], [1.108, -1.703, -0.778], [1.490, -0.091, -1.390], [-2.351, -1.143, 1.282], [-0.872, 1.166, 1.883], [-1.629, 1.011, -1.912]], "e_homo_ha": -0.3529, "total_energy_ev": -105088.4088}

{"formula": "C3H5BrO", "method": "the ωB97M-V functional and the def2-TZVPD basis", "species": ["C", "C", "C", "O", "Br", "H", "H", "H", "H", "H"], "coordinates": [[2.452, -0.484, 1.254], [-1.672, 0.590, 1.277], [1.845, -1.650, 1.145], [3.096, 0.475, 1.474], [1.669, -2.808, -0.289], [-1.968, 1.310, 0.520], [-2.316, 0.758, 2.127], [-0.627, 0.726, 1.587], [-1.913, -0.327, 0.848], [1.204, -1.928, 1.929]], "e_homo_ha": -0.3344, "relative_energy_kcal_mol": 21.7, "total_energy_ev": -75280.3385}

{"formula": "C3H5BrO2", "method": "the ωB97M-V functional and the def2-TZVPD basis", "species": ["C", "C", "C", "O", "O", "Br", "H", "H", "H", "H", "H"], "coordinates": [[1.072, -2.947, -0.560], [1.222, -0.292, 1.427], [0.598, -0.367, 0.042], [0.135, -3.168, 0.027], [-0.541, -0.166, -0.254], [-2.124, -1.106, -3.378], [0.415, -0.011, 1.976], [1.959, 0.557, 1.494], [1.813, -1.183, 1.645], [1.289, -0.724, -0.847], [-1.527, -0.484, -2.245]], "e_homo_ha": -0.3773, "relative_energy_kcal_mol": 23.2, "total_energy_ev": -77328.2809}

{"formula": "C3H5BrOS", "method": "the ωB97M-V functional and the def2-TZVPD basis", "species": ["C", "C", "C", "O", "S", "Br", "H", "H", "H", "H", "H"], "coordinates": [[0.431, -0.835, 0.595], [1.036, -0.458, -0.379], [-0.431, -1.588, 1.509], [0.031, 1.294, -2.194], [0.442, 2.722, -1.528], [-0.492, 2.752, 0.440], [-0.948, 1.314, -2.476], [1.649, -0.041, -1.001], [-0.245, -2.514, 1.068], [-0.036, -1.551, 2.500], [-1.437, -1.095, 1.466]], "e_homo_ha": -0.3280, "relative_energy_kcal_mol": 64.6, "total_energy_ev": -86113.9295}

{"formula": "C3H5BrOS", "method": "the ωB97M-V functional and the def2-TZVPD basis", "species": ["C", "C", "C", "O", "S", "Br", "H", "H", "H", "H", "H"], "coordinates": [[1.032, 0.977, 0.263], [0.584, 0.180, -0.962], [2.215, 1.995, 0.083], [0.449, 0.886, 1.324], [3.601, 1.304, -0.874], [4.070, -0.451, 0.403], [0.905, 0.716, -1.820], [0.990, -0.885, -1.042], [-0.520, 0.096, -0.815], [2.610, 2.434, 0.954], [1.591, 2.815, -0.522]], "e_homo_ha": -0.3404, "relative_energy_kcal_mol": 0.7, "total_energy_ev": -86116.7006}

{"formula": "C3H5BrOS", "method": "the ωB97M-V functional and the def2-TZVPD basis", "species": ["C", "C", "C", "O", "S", "Br", "H", "H", "H", "H", "H"], "coordinates": [[-0.467, 0.462, -0.882], [-0.958, -0.542, -0.481], [0.221, 1.483, -1.510], [1.203, -0.933, 1.552], [0.002, -0.711, 2.641], [-0.897, -2.542, 3.172], [0.869, -1.022, 0.686], [-1.313, -1.492, -0.041], [-0.481, 2.337, -1.847], [1.100, 1.776, -0.849], [0.720, 1.184, -2.440]], "e_homo_ha": [-0.2125, -0.3867], "relative_energy_kcal_mol": 35.6, "multiplicity": 3, "total_energy_ev": -86111.3606}

{"formula": "C3H5Cl", "method": "the ωB97M-V functional and the def2-TZVPD basis", "species": ["C", "C", "C", "Cl", "H", "H", "H", "H", "H"], "coordinates": [[0.853, 0.342, -0.140], [-0.078, -0.366, 0.882], [-0.612, 0.420, -0.222], [-1.450, -0.807, -2.281], [1.483, 1.173, 0.147], [1.076, -0.513, -0.842], [0.107, -1.430, 0.742], [-0.086, -0.068, 1.902], [-1.293, 1.249, -0.189]], "e_homo_ha": -0.3658, "relative_energy_kcal_mol": 62.7, "total_energy_ev": -15711.1257}

{"formula": "C3H5Cl2N", "method": "the ωB97M-V functional and the def2-TZVPD basis", "species": ["C", "C", "C", "N", "Cl", "Cl", "H", "H", "H", "H", "H"], "coordinates": [[-0.752, 0.763, 0.059], [1.087, -0.893, 0.314], [-0.211, -0.595, -0.332], [-0.158, 1.679, 0.569], [-2.545, 0.807, -0.352], [-1.152, -1.995, -0.390], [1.768, -1.422, -0.270], [1.497, 0.018, 0.644], [0.866, -1.527, 1.198], [0.268, 0.680, -2.250], [-0.668, 2.485, 0.809]], "e_homo_ha": [-0.3856, -0.3310], "relative_energy_kcal_mol": 93.6, "total_energy_ev": -29722.5534}

{"formula": "C3H5Cl2NO3", "method": "the ωB97M-V functional and the def2-TZVPD basis", "species": ["C", "C", "C", "Cl", "Cl", "O", "O", "N", "O", "H", "H", "H", "H", "H"], "coordinates": [[-0.029, -0.321, -0.045], [1.425, 0.015, -0.176], [2.241, -0.865, 0.754], [3.966, -0.891, 0.401], [1.649, 1.722, 0.344], [-0.831, -0.216, -1.053], [-5.227, -2.659, -1.051], [-4.854, -1.499, -0.847], [-5.578, -0.517, -0.688], [-0.426, -1.170, -0.842], [-0.419, -0.608, 0.919], [1.744, -0.160, -1.213], [2.063, -0.548, 1.772], [1.874, -1.874, 0.601]], "e_homo_ha": [-0.3948, -0.3044], "relative_energy_kcal_mol": 81.0, "total_energy_ev": -35861.9403}

{"formula": "C3H5ClFNS2", "method": "the ωB97M-V functional and the def2-TZVPD basis", "species": ["C", "C", "C", "H", "H", "H", "H", "H", "N", "F", "S", "S", "Cl"], "coordinates": [[0.967, -0.999, -0.689], [0.403, 0.389, -0.767], [0.039, 1.072, 0.611], [0.686, -1.557, 1.459], [1.000, -1.291, -1.651], [1.963, -0.567, -0.257], [0.980, 1.721, 0.886], [-2.592, -0.405, 0.531], [-1.009, 1.417, 1.439], [1.292, 1.144, -1.526], [0.173, -2.232, 0.469], [-2.670, 0.759, 1.282], [-1.231, 0.548, -1.786]], "e_homo_ha": -0.3395, "relative_energy_kcal_mol": 39.7, "total_energy_ev": -41589.6006}

{"formula": "C3H5ClINO", "method": "the ωB97M-V functional and the def2-TZVPD basis", "species": ["C", "C", "C", "N", "O", "Cl", "I", "H", "H", "H", "H", "H"], "coordinates": [[-0.349, -1.183, -0.139], [1.432, 0.495, -0.357], [0.171, -0.071, -0.809], [0.234, -1.569, 0.991], [1.860, 0.293, 0.731], [-2.325, 2.939, -0.262], [-0.656, 0.492, -2.589], [-1.010, -1.914, -0.592], [2.022, 1.215, -0.976], [-2.034, 2.681, 0.972], [0.153, -2.517, 1.361], [0.501, -0.861, 1.668]], "e_homo_ha": -0.2995, "relative_energy_kcal_mol": 16.7, "total_energy_ev": -27351.6506}

{"formula": "C3H5ClN2", "method": "the ωB97M-V functional and the def2-TZVPD basis", "species": ["C", "C", "C", "H", "H", "H", "H", "H", "N", "N", "Cl"], "coordinates": [[1.079, 0.570, -0.058], [0.095, -0.452, -0.328], [-2.427, -0.523, 0.308], [0.897, 1.743, 0.407], [0.460, -1.648, -0.578], [-1.023, 1.068, 0.139], [-2.605, -1.623, 0.758], [-3.000, 1.442, -0.119], [-1.176, 0.036, -0.305], [-3.439, 0.317, 0.026], [2.653, -0.060, 0.107]], "e_homo_ha": -0.2964, "relative_energy_kcal_mol": 100.9, "total_energy_ev": -18689.7359}

{"formula": "C3H5ClN2O2S2", "method": "the ωB97M-V functional and the def2-TZVPD basis", "species": ["C", "C", "C", "N", "N", "O", "O", "S", "S", "Cl", "H", "H", "H", "H", "H"], "coordinates": [[0.073, 1.901, -0.045], [0.261, 0.555, -0.142], [-0.772, -1.568, 0.023], [-1.879, 0.404, 0.816], [-0.655, -0.284, 0.445], [2.423, 1.112, -1.156], [1.994, -1.372, -1.100], [-1.449, 2.209, 0.923], [1.880, -0.039, -0.525], [2.455, -0.166, 1.398], [0.541, 2.675, -0.424], [-1.328, -2.100, 0.744], [-1.255, -1.656, -0.990], [0.228, -1.996, -0.042], [-2.516, 0.323, 0.075]], "e_homo_ha": -0.2956, "relative_energy_kcal_mol": 22.3, "total_energy_ev": -44456.2493}

{"formula": "C3H5ClN2S", "method": "the ωB97M-V functional and the def2-TZVPD basis", "species": ["C", "C", "C", "N", "N", "S", "Cl", "H", "H", "H", "H", "H"], "coordinates": [[-2.846, 0.298, -0.141], [-0.424, 0.913, 0.407], [0.290, -0.256, -0.197], [-3.019, -0.868, -0.286], [-0.966, 0.884, 1.518], [-2.691, -2.363, -0.032], [-3.270, 1.820, -0.354], [-0.257, 1.927, -0.061], [0.346, -0.004, -1.247], [-0.321, -1.165, -0.073], [1.326, -0.376, 0.186], [-1.152, 0.032, 2.107]], "e_homo_ha": -0.3080, "relative_energy_kcal_mol": 70.4, "total_energy_ev": -29526.1749}

{"formula": "C3H5ClNO4P", "method": "the ωB97M-V functional and the def2-TZVPD basis", "species": ["C", "C", "C", "N", "O", "O", "O", "O", "P", "Cl", "H", "H", "H", "H", "H"], "coordinates": [[-1.262, 1.303, 0.317], [-1.630, 1.781, -1.070], [0.541, -1.501, 1.639], [-0.747, 0.091, 0.454], [-0.091, -1.299, -1.898], [0.433, -2.237, 0.620], [-1.544, 2.067, 1.268], [-1.782, -2.068, -0.194], [-0.678, -1.207, -0.564], [11.205, -0.357, -0.250], [-0.926, 1.634, -1.929], [-2.526, 1.201, -1.241], [-1.948, 2.806, -1.199], [-0.043, -1.732, 2.482], [0.998, -0.481, 1.564]], "e_homo_ha": -0.0811, "charge": -2, "total_energy_ev": -34685.7022}

{"formula": "C3H5ClNOP", "method": "the ωB97M-V functional and the def2-TZVPD basis", "species": ["C", "C", "C", "N", "O", "P", "Cl", "H", "H", "H", "H", "H"], "coordinates": [[-0.964, -0.842, -0.044], [-0.181, 0.143, -0.838], [-0.084, 1.440, -0.030], [-0.451, -1.828, 0.575], [1.572, -0.871, -0.673], [1.274, -1.914, 0.444], [1.399, -0.812, 2.227], [-2.048, -0.725, -0.206], [-0.234, 0.179, -1.926], [0.382, 1.147, 0.974], [-1.147, 1.776, -0.081], [0.480, 2.308, -0.422]], "e_homo_ha": -0.3414, "relative_energy_kcal_mol": 30.5, "total_energy_ev": -28539.8449}